29
Properties=species:S:1:pos:R:3:forces:R:3 method="wB97M-V/def2-TZVPD" e_homo_ev="0.89 / -3.89" multiplicity=2 de_lowest_kcal_mol=53.5 molar_mass_da=187.19 charge=-1 s2=0.753 e_tot_ev=-19231.667
C 0.28702 -2.79345 -0.14372 1.9 -3.1 1.9
C -1.00004 -2.17184 0.16539 -4.1 -4.1 -0.6
C 0.89253 -1.85350 -1.04915 2.1 4.2 0.7
N 1.35066 -0.52767 -0.68739 -6.7 -5.2 5.3
C 1.41175 -0.18765 0.73899 -1.8 -1.6 1.4
C 1.87071 1.22837 0.82310 -3.0 -1.4 -3.8
O 2.67989 1.42783 1.67543 3.9 2.6 4.2
O 0.88629 -2.05926 -2.21011 0.1 -1.4 -4.3
H 0.99108 -3.03223 0.78361 -1.6 0.3 -1.8
H 0.03918 -3.74858 -0.79664 0.9 1.7 1.5
H -1.03507 -1.30820 0.72878 0.0 1.4 1.4
H -1.74805 -3.06904 0.56811 1.5 2.5 -0.6
H -1.36345 -1.94099 -0.84012 -0.7 0.2 0.2
H 2.06589 -0.25593 -1.17000 5.2 2.2 -3.7
H 2.03272 -0.96407 1.44024 -0.9 2.0 -1.8
H 0.27976 -0.34850 1.24868 2.5 0.5 -1.2
H 1.42097 1.94082 0.01301 1.4 -1.2 1.7
H -0.76172 1.92975 3.63000 0.2 -0.6 -1.1
H -1.27121 0.50205 3.51069 0.9 0.9 -1.0
O -0.80515 1.19833 2.96429 -1.2 -0.3 2.1
H -0.69305 1.72369 -1.16271 0.5 0.6 -0.1
H -0.28506 2.49603 0.00559 0.1 0.4 0.2
O -0.09180 2.46739 -0.93833 -1.2 -0.5 -1.0
H 0.38931 1.73202 -3.69276 0.0 -0.3 -0.7
H 0.18976 0.33657 -3.44111 -0.2 -2.4 2.1
O 0.31005 0.87919 -4.16971 0.3 2.7 -1.3
H -2.45520 1.50432 1.17083 0.1 2.1 -1.6
H -3.20369 2.65329 0.37409 -2.3 0.9 -0.1
O -2.38409 2.24126 0.46097 1.9 -3.0 2.0